{"formula": "C12H21BrFNO7S", "method": "the ωB97M-V functional and the def2-TZVPD basis", "charge": 0, "gap_ev": 10.4, "fmax_ev_per_a": 2.40, "smiles": "CC[C@H](Br)N(CCCCOC(C)=O)S(=O)(=O)F.O=C1OCCO1", "species": ["C", "C", "C", "Br", "N", "C", "C", "C", "C", "O", "C", "C", "O", "S", "O", "O", "F", "H", "H", "H", "H", "H", "H", "H", "H", "H", "H", "H", "H", "H", "H", "H", "H", "H", "O", "C", "O", "C", "C", "O", "H", "H", "H", "H"], "positions_angstrom": [[4.645880, 3.210431, -0.605389], [3.236667, 2.592197, -0.768224], [3.226119, 1.026142, -0.548609], [2.980911, 0.213626, -2.305222], [2.134406, 0.715856, 0.412701], [1.646033, -0.695216, 0.343641], [0.279941, -0.721465, -0.423536], [-0.969069, -0.714101, 0.520126], [-1.870986, 0.505084, 0.106161], [-1.494571, 1.683520, 0.844765], [-1.866050, 2.826909, 0.232097], [-0.879534, 3.983950, 0.412935], [-2.865700, 2.963786, -0.379085], [2.650254, 0.906079, 2.008947], [1.550108, 0.941229, 2.887046], [3.643011, -0.049828, 2.350466], [3.357259, 2.327854, 2.122808], [5.000041, 3.024006, 0.417080], [4.552150, 4.291817, -0.774478], [5.306329, 2.740944, -1.349379], [2.491439, 3.024668, -0.081273], [2.840966, 2.799548, -1.774414], [4.219729, 0.790503, -0.130027], [2.377317, -1.411964, -0.050356], [1.402215, -1.042799, 1.359505], [0.258390, 0.231109, -0.980104], [0.259443, -1.504800, -1.196790], [-0.610323, -0.507986, 1.542146], [-1.518121, -1.675815, 0.442117], [-2.920545, 0.249028, 0.303641], [-1.774010, 0.699017, -0.971441], [-1.406866, 4.946023, 0.372827], [-0.403053, 3.889770, 1.400299], [-0.133753, 3.984924, -0.395626], [-3.415446, -2.005367, -0.344656], [-3.646728, -3.168438, -0.429859], [-3.337569, -4.083029, 0.524961], [-3.970280, -5.312126, 0.166529], [-4.143354, -5.170066, -1.324737], [-4.251987, -3.756277, -1.492884], [-3.348958, -6.162433, 0.439409], [-4.923289, -5.385309, 0.694506], [-3.275236, -5.526462, -1.883470], [-5.033177, -5.674538, -1.695154]], "forces_ev_per_a": [[-1.03, -0.37, -0.07], [-0.21, -0.32, -0.22], [0.22, 2.38, 0.24], [0.17, -0.24, 0.54], [1.03, -0.20, 0.29], [-1.67, -0.89, 0.19], [0.51, 0.73, 0.10], [0.53, 1.05, -0.79], [-0.79, -1.69, 0.45], [0.80, -0.15, -0.65], [1.52, 1.11, 1.03], [-0.13, -0.19, 0.69], [-1.64, -0.24, -1.24], [0.31, -0.97, 1.26], [-1.11, 0.75, -0.22], [1.01, 0.12, -0.65], [-0.61, -0.72, -0.93], [0.15, 0.13, -0.37], [0.35, -0.32, 0.01], [0.04, 0.36, 0.32], [0.46, -0.08, -0.09], [0.22, -0.02, 0.33], [-0.40, -0.69, -0.45], [0.09, 0.57, -0.01], [0.34, 0.17, -0.28], [0.05, -0.45, 0.04], [-0.01, 0.03, 0.45], [-0.39, -0.31, -0.21], [0.40, 1.00, 0.35], [0.29, 0.31, -0.02], [-0.08, 0.01, 0.31], [0.00, -0.42, -0.07], [0.15, 0.04, -0.46], [-0.14, -0.23, 0.34], [-0.37, -0.34, -0.17], [-0.09, 0.17, -0.05], [-0.08, 0.12, -0.28], [-0.06, -0.37, 0.22], [-0.08, -0.32, -0.27], [0.14, 0.02, 0.30], [0.12, 0.16, 0.09], [0.00, 0.05, -0.03], [0.01, 0.04, 0.04], [-0.05, 0.20, -0.06]]}